147
Properties=species:S:1:pos:R:3:forces:R:3:mulliken_charge:R:1 method="wB97M-V/def2-TZVPD" homo_lumo_gap_ev=10.31 smiles="CCOP(=O)(OCC)OCC.CCOP(=O)(OCC)OCC.CCOP(=O)(OCC)OCC.O=S1(=O)CCCC1.O=S1(=O)CCCC1.O=S1(=O)CCCC1.CO.CO.CO.CO" total_energy_ev=-142059.2427 e_lumo_ev=0.4 total_charge=0
C -0.997 -4.445 -4.528 -0.43 -1.20 -1.81 -1.32
C -0.192 -3.272 -4.245 1.31 1.36 0.74 0.22
O 0.601 -3.503 -3.021 0.22 0.24 0.78 -0.21
P 0.142 -2.752 -1.700 1.01 0.80 0.70 -0.16
O 0.197 -1.270 -1.709 -0.21 -0.50 -0.30 0.21
O -1.286 -3.360 -1.452 0.17 -0.43 0.01 -0.36
C -2.053 -2.911 -0.320 0.40 0.14 0.92 2.64
C -2.983 -4.033 0.069 -0.47 -0.83 -1.29 -1.76
O 1.050 -3.224 -0.455 -0.41 0.35 -0.45 0.36
C 1.084 -4.599 0.029 -0.25 -0.11 -1.38 -0.37
C 2.396 -5.164 -0.436 0.24 -0.66 1.01 -1.02
H -1.404 -4.918 -3.668 -0.59 0.03 0.83 0.26
H -1.783 -4.207 -5.260 0.12 -0.02 0.36 0.35
H -0.366 -5.192 -4.988 0.17 -0.39 -0.23 0.38
H 0.502 -2.961 -5.030 0.17 -0.56 0.10 0.45
H -0.753 -2.389 -4.087 -0.98 0.83 0.32 -0.18
H -1.406 -2.634 0.553 -0.15 -0.18 -0.84 -0.69
H -2.517 -1.994 -0.654 -0.56 0.10 0.23 -1.13
H -2.479 -4.809 0.678 -0.35 0.49 -0.19 0.42
H -3.916 -3.684 0.493 0.14 0.23 0.65 0.34
H -3.332 -4.526 -0.872 0.44 0.20 0.60 0.41
H 0.844 -4.672 1.120 0.38 0.26 -1.17 0.20
H 0.391 -5.073 -0.639 -1.23 -0.80 0.59 0.57
H 2.572 -6.153 0.019 0.06 0.40 -0.10 0.43
H 2.437 -5.275 -1.516 -0.11 0.17 -0.06 0.26
H 3.124 -4.459 -0.092 0.96 0.09 0.10 -0.05
C -5.384 3.453 5.644 1.01 -1.26 0.96 -1.18
C -4.238 3.776 4.716 1.12 0.88 0.83 -0.36
O -4.325 3.026 3.506 0.26 -0.44 0.13 0.11
P -4.856 3.744 2.239 0.39 2.17 -1.70 0.44
O -4.931 5.226 2.275 0.43 -0.92 0.17 -0.85
O -6.232 3.083 2.008 -1.29 -1.02 -1.02 -0.24
C -6.986 3.347 0.780 -0.46 0.85 1.34 -0.05
C -8.077 2.355 0.714 -1.48 -1.42 0.26 -1.30
O -3.986 3.179 1.000 0.16 0.58 1.17 0.39
C -2.668 3.815 0.939 0.08 0.01 -1.72 0.57
C -2.563 4.768 -0.282 -0.35 0.72 1.64 -1.38
H -5.224 2.370 5.910 -0.63 0.86 -0.16 0.22
H -5.227 4.010 6.586 -0.31 -0.11 -0.46 0.38
H -6.386 3.604 5.245 0.17 0.13 -0.09 0.29
H -4.143 4.845 4.488 -0.37 -0.23 -0.12 0.51
H -3.253 3.521 5.165 -0.71 -0.14 -0.17 0.16
H -7.445 4.346 0.881 0.51 -0.19 -0.11 0.33
H -6.375 3.315 -0.104 0.64 -0.04 -0.15 0.19
H -8.843 2.456 1.516 0.61 0.26 -0.45 0.31
H -8.601 2.442 -0.242 0.02 0.05 0.06 0.40
H -7.742 1.308 0.798 0.23 0.37 -0.16 0.26
H -2.407 4.363 1.867 -0.25 -0.69 -0.48 0.33
H -1.970 2.990 0.692 -0.18 0.38 0.85 -0.40
H -1.755 5.446 0.010 0.29 -0.11 -0.59 0.43
H -2.373 4.255 -1.201 0.30 -0.34 -0.50 0.17
H -3.415 5.443 -0.431 -0.12 -0.39 0.30 0.34
C 2.751 0.528 -2.801 0.37 0.11 1.24 -0.37
C 3.827 1.571 -2.955 0.10 -0.21 -1.27 -0.56
O 4.972 1.063 -3.730 -0.93 0.45 -0.11 -0.34
P 5.993 0.029 -3.159 1.34 0.25 -0.14 0.84
O 6.332 0.273 -1.754 0.08 -0.14 0.37 -0.75
O 5.405 -1.372 -3.536 -0.70 -0.24 -0.34 0.00
C 6.013 -2.670 -3.400 -0.01 0.05 0.71 -0.44
C 4.920 -3.770 -3.510 1.99 0.92 0.72 -0.84
O 7.233 0.132 -4.155 0.74 0.06 0.03 -0.40
C 8.348 1.091 -3.956 -0.77 -0.85 0.18 -0.22
C 8.274 2.107 -5.024 -0.36 1.25 -1.99 -1.01
H 3.098 -0.271 -2.142 -0.06 -0.18 -0.17 -0.25
H 1.935 1.015 -2.257 -0.21 -0.18 -0.29 0.17
H 2.425 0.107 -3.744 -0.11 0.06 -0.14 0.49
H 3.408 2.365 -3.577 0.38 0.11 0.03 0.37
H 4.186 2.002 -2.028 0.10 -0.16 0.25 0.27
H 6.745 -2.804 -4.198 -0.06 0.11 -0.07 0.39
H 6.584 -2.677 -2.446 -0.55 -0.21 -0.38 0.36
H 4.651 -3.817 -4.549 -0.45 -0.35 -0.32 0.37
H 5.457 -4.667 -3.169 -0.52 -0.12 -0.33 0.36
H 4.079 -3.572 -2.858 -0.18 0.06 0.02 0.02
H 8.243 1.455 -2.951 0.13 0.35 0.44 0.28
H 9.321 0.593 -4.078 -0.57 -0.43 0.35 0.27
H 8.563 1.622 -5.975 -0.37 0.11 0.25 0.26
H 7.269 2.578 -5.197 0.86 -0.51 0.48 0.25
H 9.020 2.912 -4.938 -0.24 -0.22 0.45 0.36
O -1.016 2.935 3.401 0.57 -0.60 0.37 -0.34
S 0.305 3.355 3.845 -1.28 1.23 -0.31 1.00
O 0.314 4.286 4.962 0.46 -0.43 -0.41 -0.82
C 1.551 2.089 4.127 -1.22 -0.58 0.64 -0.74
C 2.503 2.168 2.951 0.55 -0.77 0.14 0.75
C 2.586 3.627 2.607 0.45 0.65 -0.71 -1.09
C 1.108 4.010 2.383 1.42 -0.37 1.53 -0.50
H 1.017 1.127 4.315 0.56 0.64 -0.05 0.19
H 2.005 2.520 5.035 0.09 -0.67 -0.20 0.44
H 3.441 1.679 3.256 -0.11 0.34 -0.23 0.46
H 2.165 1.697 2.028 -0.38 -0.54 0.28 -0.64
H 3.200 3.792 1.697 -0.37 0.01 0.52 0.37
H 3.047 4.177 3.444 -0.31 0.16 -0.34 0.34
H 0.642 3.460 1.604 -0.18 -0.42 -1.04 0.06
H 0.949 5.048 2.317 -0.42 1.27 -0.10 0.58
O 2.891 -3.568 2.531 0.15 0.64 0.24 -0.64
S 3.540 -2.261 2.535 0.69 -0.53 0.14 1.21
O 3.948 -1.636 3.788 -0.62 -0.38 -0.80 -0.74
C 4.974 -2.323 1.444 0.27 0.26 -1.11 -1.13
C 4.623 -1.389 0.217 0.12 -1.55 1.19 0.26
C 3.764 -0.308 0.839 -1.44 0.28 -0.36 -0.72
C 2.614 -1.120 1.528 1.35 0.76 0.12 1.56
H 5.134 -3.352 1.110 -0.04 0.11 0.32 0.45
H 5.879 -1.933 1.921 -0.39 -0.18 0.32 0.54
H 5.553 -0.990 -0.155 0.03 -0.02 -0.60 0.42
H 4.085 -2.058 -0.506 0.35 1.05 0.23 -0.45
H 3.330 0.397 0.093 0.31 -0.45 0.52 0.04
H 4.352 0.273 1.568 -0.25 -0.22 -0.21 0.43
H 2.080 -1.675 0.775 -0.33 -0.22 -0.11 -1.10
H 1.964 -0.585 2.195 -0.33 0.36 0.14 -0.15
O -4.947 -0.091 -4.932 -1.17 -0.15 -0.39 -0.72
S -3.649 -0.391 -4.429 1.80 1.72 0.02 1.12
O -2.915 -1.536 -4.913 -0.25 -0.27 0.31 -0.56
C -2.600 1.091 -4.601 0.26 -0.88 -1.63 -0.96
C -2.063 1.376 -3.213 -0.06 1.12 0.20 -0.04
C -3.237 1.109 -2.263 -0.03 1.34 1.31 0.48
C -3.636 -0.261 -2.648 -2.55 -1.94 -0.07 0.24
H -3.229 1.853 -5.062 -0.09 0.21 0.49 0.41
H -1.883 0.811 -5.400 0.01 0.20 0.72 0.44
H -1.269 0.683 -2.928 0.20 0.13 -0.19 -0.20
H -1.712 2.421 -3.136 0.04 -0.53 -0.01 0.39
H -4.082 1.819 -2.388 0.51 -0.29 -0.22 0.31
H -2.966 1.210 -1.161 -0.09 -0.31 -1.46 -0.78
H -4.681 -0.598 -2.405 1.03 0.32 0.29 0.57
H -2.922 -1.003 -2.375 0.57 -0.58 0.59 -0.84
C -2.336 0.119 5.119 -0.55 1.07 1.79 -0.71
O -1.145 -0.337 4.541 -0.05 0.78 0.12 -0.28
H -2.202 1.081 5.644 0.36 -0.23 -0.45 0.18
H -3.169 0.273 4.446 -0.07 -0.08 -0.63 0.17
H -2.680 -0.550 5.918 0.01 -0.22 -0.14 0.42
H -1.440 -1.172 4.207 0.32 -1.32 -0.77 0.28
C -4.368 -0.066 0.962 -1.11 -0.06 1.08 1.07
O -4.411 -1.299 1.689 -0.97 0.03 1.29 -0.49
H -4.446 0.799 1.672 0.12 -0.62 -0.98 0.05
H -3.470 -0.035 0.388 0.70 0.06 -0.05 -1.20
H -5.189 -0.131 0.253 -0.27 0.72 -0.18 0.19
H -5.184 -1.214 2.319 1.44 -0.29 -1.05 0.30
C -0.671 0.245 1.208 -0.69 -0.74 -0.44 1.70
O 0.251 0.819 0.300 0.09 0.17 0.23 -0.02
H -1.519 -0.202 0.656 0.39 -0.01 0.15 -1.22
H -0.234 -0.541 1.836 0.07 0.08 -0.06 -0.37
H -1.121 0.976 1.861 0.24 0.53 0.23 0.02
H 0.382 0.161 -0.400 0.02 -0.05 -0.15 -0.03
C -0.225 -3.305 3.526 0.91 0.02 0.74 0.06
O -1.598 -3.032 3.537 -1.23 0.51 -0.28 -0.70
H 0.370 -2.560 4.084 -0.55 0.30 -0.48 0.22
H -0.003 -4.193 4.091 -0.10 -0.83 0.04 0.43
H 0.173 -3.410 2.541 0.33 0.08 -0.66 -0.52
H -2.045 -3.195 2.683 0.62 0.11 0.70 0.33